No. 1
Here is a structure of composition C38H63GeO5ReSbSi3 in a non-equilibrium geometry from OMol25. Energies are from ωB97M-V/def2-TZVPD.

Positions of all 112 atoms, in Å:
Re1 0.3709 1.5667 0.3923
C1 -2.1859 2.2368 1.8511
C2 -1.1141 3.2265 2.3749
O1 0.1934 2.6468 2.2288
C3 0.7778 2.1339 3.4821
C4 0.0711 0.9041 3.9092
O2 0.0330 -0.0818 2.8752
C5 1.1808 -0.9101 2.9862
C6 0.9847 -2.0031 1.9175
O3 1.0359 -1.2425 0.6838
C7 0.3180 -1.9244 -0.3976
C8 0.1856 -0.9643 -1.5411
O4 -0.2507 0.3032 -1.1329
C9 -1.6128 0.6627 -1.4764
C10 -2.3922 0.8934 -0.1764
O5 -1.7486 1.9542 0.5263
H1 -3.1787 2.5686 1.8194
H2 -2.0236 1.3190 2.3635
H3 -1.2675 3.5405 3.4294
H4 -1.1829 4.1524 1.7376
H5 0.6980 2.8756 4.2289
H6 1.8067 1.9545 3.1606
H7 -0.9293 1.1556 4.2037
H8 0.6315 0.4586 4.7296
H9 1.1758 -1.3252 3.9982
H10 2.1440 -0.3330 2.8262
H11 0.0245 -2.6052 2.0721
H12 1.8970 -2.5860 1.9424
H13 -0.7152 -2.1697 0.0169
H14 0.8770 -2.7914 -0.7051
H15 -0.4646 -1.3839 -2.2421
H16 1.1377 -0.8641 -2.0649
H17 -2.0195 -0.0563 -2.1284
H18 -1.6099 1.6214 -2.0602
H19 -3.3393 -0.4084 1.4135
H20 -3.3626 1.3428 -0.4508
C11 -2.6619 -0.4616 0.5873
Ge1 -3.5624 -1.9619 -0.1943
C12 -2.7934 -2.6857 -1.8138
C13 -1.9093 -3.7157 -1.7763
C14 -1.2580 -4.1014 -2.9596
C15 -1.6283 -3.5373 -4.2045
C16 -2.6740 -2.6570 -4.2448
C17 -3.3080 -2.2885 -3.0847
C18 -3.4643 -3.3353 1.1500
C19 -3.7762 -4.6721 0.7936
C20 -3.7499 -5.6779 1.7662
C21 -3.3835 -5.4266 3.1029
C22 -2.9930 -4.1222 3.4215
C23 -2.9688 -3.0948 2.4634
C24 -5.4314 -1.4724 -0.5214
C25 -5.6669 -0.2877 -1.2358
C26 -6.9867 0.1250 -1.5965
C27 -8.0355 -0.6166 -1.1197
C28 -7.7897 -1.8760 -0.4817
C29 -6.4890 -2.2630 -0.1538
H21 -1.7408 -0.7258 1.1205
H22 -1.7384 -4.3010 -0.9172
H23 -0.5705 -4.9213 -2.9634
H24 -1.1912 -3.8724 -5.1096
H25 -3.0772 -2.3376 -5.2111
H26 -4.0334 -1.4782 -3.1054
H27 -4.0688 -4.9589 -0.2111
H28 -3.8987 -6.7727 1.4795
H29 -3.3519 -6.2577 3.7620
H30 -2.5780 -3.8626 4.3838
H31 -2.4624 -2.1300 2.8608
H32 -4.7961 0.2105 -1.6440
H33 -7.1762 0.9891 -2.2345
H34 -9.0537 -0.3686 -1.4563
H35 -8.6996 -2.5144 -0.3703
H36 -6.4407 -3.2399 0.3132
C30 5.9669 3.7269 0.1358
Si1 4.3713 3.5853 1.0303
C31 3.3001 5.0653 1.2507
C32 4.6616 2.7314 2.7171
Sb1 2.9596 1.7688 -0.2485
Si2 2.5645 2.8419 -2.5491
C33 3.9915 2.4380 -3.7127
C34 1.0173 2.4282 -3.3630
C35 2.4721 4.7436 -2.3936
Si3 4.4872 -0.3700 -0.2902
C36 4.5328 -1.1716 1.4122
C37 3.7897 -1.4056 -1.6564
C38 6.0841 0.5079 -0.6818
H37 6.5860 4.5687 0.4590
H38 5.7271 3.9287 -0.8876
H39 6.6292 2.8733 0.1202
H40 3.9099 5.6834 1.9727
H41 2.3424 4.9090 1.7916
H42 3.1870 5.7377 0.4067
H43 5.3057 3.4069 3.2617
H44 5.3902 1.8691 2.4905
H45 3.7623 2.3805 3.3258
H46 4.0462 1.3700 -3.9373
H47 4.9814 2.7283 -3.4003
H48 3.8497 2.8462 -4.6853
H49 0.7824 1.3264 -3.4141
H50 0.9486 2.8495 -4.3357
H51 0.2092 2.9386 -2.7742
H52 3.1343 5.2160 -1.6445
H53 1.4041 5.0454 -2.2036
H54 2.8104 5.1636 -3.3449
H55 3.9589 -2.0655 1.6344
H56 4.1611 -0.4465 2.1683
H57 5.5453 -1.4753 1.5898
H58 2.8630 -1.8246 -1.2974
H59 4.4860 -2.2880 -1.7202
H60 3.6818 -0.9410 -2.6290
H61 5.9302 1.4602 -1.1943
H62 6.8758 -0.1936 -1.1211
H63 6.5553 0.8450 0.3287

**Calculated total energy**: -5125.24326 a.u.
**Orbital gap (spin up / spin down)**: 8.93 / 6.90 eV
**Spin multiplicity**: 4
**Charge**: +2

Here are the Löwdin charges for atoms 1 to 2, given in e: number 1, Re, carries 1.1539; number 2, C, carries -0.1022

No. 2
Here is a cluster of 7 separate species, C38H64F7N11O5PS2 in total in a non-equilibrium geometry from OMol25. Energies are from ωB97M-V/def2-TZVPD.

Positions of all 128 atoms, in Å:
C1 5.3913 -3.7321 3.1588
C2 4.3826 -2.9467 2.1251
O1 3.8913 -3.8291 1.0148
C3 3.2556 -2.9653 0.0079
N1 2.3775 -1.7521 0.2200
C4 1.9470 -1.0854 -1.0903
N2 1.2024 0.0289 -1.3430
C5 0.8486 0.6605 -2.6557
C6 2.1170 1.5005 -3.2678
C7 2.8062 2.5762 -2.2461
C8 2.3526 4.1524 -2.5742
C9 1.8766 4.9664 -1.2097
N3 2.9040 4.9586 -0.0982
S1 0.5811 0.8200 0.1297
O2 1.7332 1.0836 1.1774
O3 -0.0597 2.2004 -0.1312
C10 -0.7008 -0.2206 1.0281
F1 -0.0879 -1.2809 1.9126
F2 -1.3858 0.7184 1.9935
C11 -1.7558 -1.0078 0.0510
F3 -2.5168 -1.9575 0.9468
F4 -1.1326 -1.8540 -0.9929
C12 -2.8877 -0.0603 -0.6615
F5 -3.8306 0.4915 0.3723
F6 -3.7424 -0.9747 -1.5081
F7 -2.3581 0.9657 -1.5890
N4 2.5569 -1.9758 -2.1276
P1 2.5794 -2.0600 -3.8812
S2 1.4098 -3.5799 -4.3938
N5 3.2824 -2.9839 -1.5129
C13 4.1245 -4.1206 -2.0446
C14 5.6964 -3.5736 -2.0317
O4 6.2222 -2.8372 -3.0360
O5 6.6009 -3.8310 -0.8625
H1 4.8149 -4.2639 4.0460
H2 6.0397 -4.5745 2.6289
H3 6.1757 -2.9779 3.6219
H4 3.4198 -2.5664 2.6979
H5 4.9881 -2.0535 1.6467
H6 0.4434 -0.1995 -3.3780
H7 -0.0589 1.4355 -2.6106
H8 3.0009 0.8059 -3.6700
H9 1.7311 2.0876 -4.2231
H10 3.9775 2.5576 -2.4770
H11 2.7056 2.3287 -1.1074
H12 3.3139 4.7417 -2.9659
H13 1.5719 4.2136 -3.4541
H14 0.8248 4.5299 -0.9042
H15 1.7563 6.1056 -1.5422
H16 2.4195 5.4340 0.7168
H17 3.1213 3.9968 0.2495
H18 2.0806 -0.9314 -4.6097
H19 3.9580 -2.2655 -4.3302
H20 3.7879 -4.5557 -3.0764
H21 4.1182 -5.0426 -1.2862
H22 7.1427 -4.6618 -1.0175
C15 8.3237 -8.2017 1.6446
C16 9.7088 -7.5714 1.7500
C17 9.7158 -6.0858 1.3845
C18 9.2522 -5.9083 -0.0521
N6 8.8676 -5.7609 -1.2440
H23 7.9412 -8.1681 0.6195
H24 8.3616 -9.2544 1.9421
H25 7.6083 -7.6881 2.2971
H26 10.3981 -8.1189 1.0955
H27 10.0760 -7.6896 2.7755
H28 10.7269 -5.6781 1.4890
H29 9.0523 -5.5227 2.0497
C19 0.1664 -3.9808 -10.1182
C20 0.6351 -5.3657 -9.6831
C21 0.8802 -5.4646 -8.1761
C22 1.9610 -4.4777 -7.7658
N7 2.8576 -3.6590 -7.4254
H30 0.9206 -3.2151 -9.9106
H31 -0.0234 -3.9651 -11.1961
H32 -0.7603 -3.7008 -9.6044
H33 1.5543 -5.6159 -10.2267
H34 -0.1211 -6.1039 -9.9720
H35 1.2006 -6.4783 -7.9135
H36 -0.0384 -5.2445 -7.6215
C23 -7.7929 0.1898 0.7327
C24 -7.1259 0.9564 1.8704
C25 -7.9767 0.9939 3.1415
C26 -9.3001 1.6837 2.8534
N8 -10.3982 2.2558 2.6145
H37 -8.7309 0.6612 0.4229
H38 -7.1377 0.1646 -0.1438
H39 -8.0070 -0.8436 1.0285
H40 -6.9153 1.9788 1.5334
H41 -6.1624 0.4874 2.0982
H42 -7.4499 1.5418 3.9299
H43 -8.1706 -0.0211 3.5049
C27 -8.5192 4.2868 5.9029
C28 -9.9429 4.8151 5.7579
C29 -10.0091 6.3431 5.7169
C30 -9.4491 6.9161 7.0085
N9 -8.9846 7.3917 8.0801
H44 -8.0628 4.6079 6.8445
H45 -8.5179 3.1921 5.8987
H46 -7.8866 4.6319 5.0772
H47 -10.5474 4.4388 6.5922
H48 -10.3791 4.4129 4.8369
H49 -11.0472 6.6709 5.5984
H50 -9.4320 6.7307 4.8704
C31 9.4399 -3.0094 -2.6340
C32 9.6822 -1.9875 -3.7403
C33 11.1570 -1.8712 -4.1303
C34 11.9730 -1.4287 -2.9267
N10 12.6501 -1.0617 -1.9282
H51 9.9492 -2.7293 -1.7064
H52 8.3710 -3.0792 -2.4086
H53 9.7910 -4.0033 -2.9341
H54 9.3067 -1.0113 -3.4097
H55 9.1000 -2.2744 -4.6229
H56 11.2761 -1.1377 -4.9347
H57 11.5371 -2.8337 -4.4895
C35 -11.6544 9.6033 7.4481
C36 -12.9858 9.3145 8.1342
C37 -14.1222 9.0560 7.1429
C38 -14.3274 10.2806 6.2663
N11 -14.4978 11.2966 5.5390
H58 -11.7017 10.5120 6.8398
H59 -10.8672 9.7530 8.1939
H60 -11.3575 8.7698 6.8012
H61 -13.2423 10.1623 8.7814
H62 -12.8694 8.4386 8.7819
H63 -15.0502 8.8409 7.6832
H64 -13.8908 8.1933 6.5088

**Calculated total energy**: -4300.60481 a.u.
**Orbital gap**: 6.90 eV
**Charge**: +1

Here are the Löwdin charges for atoms 1 to 2, given in e: number 1, C, carries -0.0825; number 2, C, carries -0.1873